{"formula": "C40H90F6KN8O12S6", "method": "ωB97M-V/def2-TZVPD", "e_tot_ev": -177044.839, "gap_ha": 0.2353, "total_charge": 3, "de_lowest_kcal_mol": 0.00, "mol_weight_g_mol": 1220.7, "symbols": ["K", "C", "C", "C", "N", "C", "C", "C", "C", "C", "H", "H", "H", "H", "H", "H", "H", "H", "H", "H", "H", "H", "H", "H", "H", "H", "H", "H", "C", "C", "C", "N", "C", "C", "C", "C", "C", "H", "H", "H", "H", "H", "H", "H", "H", "H", "H", "H", "H", "H", "H", "H", "H", "H", "H", "C", "C", "C", "N", "C", "C", "C", "C", "C", "H", "H", "H", "H", "H", "H", "H", "H", "H", "H", "H", "H", "H", "H", "H", "H", "H", "H", "C", "C", "C", "N", "C", "C", "C", "C", "C", "H", "H", "H", "H", "H", "H", "H", "H", "H", "H", "H", "H", "H", "H", "H", "H", "H", "H", "C", "C", "C", "N", "C", "C", "C", "C", "C", "H", "H", "H", "H", "H", "H", "H", "H", "H", "H", "H", "H", "H", "H", "H", "H", "H", "H", "N", "S", "O", "O", "F", "S", "O", "O", "F", "N", "S", "O", "O", "F", "S", "O", "O", "F", "N", "S", "O", "O", "F", "S", "O", "O", "F"], "coordinates": [[-2.742599, 1.342537, 0.793087], [-5.855491, 1.983389, -1.933611], [-4.523968, 2.509286, -2.464671], [-4.694157, 3.755047, -3.318730], [-3.467785, 4.379224, -3.962038], [-3.973638, 5.573293, -4.747042], [-2.577170, 4.915493, -2.851470], [-1.434075, 3.919507, -2.757383], [-1.315355, 3.306007, -4.147507], [-2.678307, 3.468041, -4.829842], [-5.787034, 1.277568, -1.108972], [-6.455812, 1.530352, -2.725646], [-6.420495, 2.859375, -1.606734], [-3.902495, 1.722098, -2.909773], [-3.934556, 2.769401, -1.581961], [-5.111681, 4.585121, -2.753365], [-5.355908, 3.535551, -4.161848], [-3.115243, 6.167303, -5.049902], [-4.572255, 6.148026, -4.048333], [-4.483910, 5.182540, -5.621986], [-2.217643, 5.942291, -2.938958], [-3.042665, 4.927713, -1.865346], [-0.467542, 4.335348, -2.493367], [-1.681644, 3.170643, -2.000496], [-0.680054, 4.038215, -4.659534], [-0.796243, 2.358455, -4.281127], [-2.480989, 3.882824, -5.813821], [-3.219250, 2.529768, -4.949788], [0.221367, -5.926172, -6.879498], [-0.715360, -5.197312, -5.913236], [-0.290575, -3.800948, -5.554051], [-1.274348, -2.986110, -4.751822], [-2.502825, -2.739150, -5.551641], [-0.688994, -1.668550, -4.260830], [-1.429443, -1.364861, -2.967542], [-1.777653, -2.700010, -2.298399], [-1.552683, -3.707566, -3.438133], [0.514816, -5.224750, -7.665912], [-0.178691, -6.808236, -7.363563], [1.171365, -6.146069, -6.382868], [-1.025058, -5.778455, -5.039458], [-1.662455, -5.269723, -6.474054], [0.003613, -3.137363, -6.365933], [0.561896, -3.964310, -4.886711], [-3.049992, -3.666697, -5.692702], [-2.230346, -2.371936, -6.538932], [-3.112270, -2.005258, -5.031053], [-0.870732, -0.846866, -4.947774], [0.362028, -1.899485, -4.104617], [-2.333735, -0.794327, -3.168475], [-0.725029, -0.809563, -2.345616], [-2.848354, -2.712783, -2.108109], [-1.162089, -2.929564, -1.435451], [-2.418429, -4.350228, -3.600476], [-0.746708, -4.415089, -3.253122], [4.649123, -0.093168, -2.739238], [5.026261, -1.110930, -1.644198], [4.657380, -0.511133, -0.315037], [5.230472, -1.278132, 0.860132], [6.713778, -1.202130, 0.892309], [4.681471, -0.668210, 2.111655], [4.823527, -1.667749, 3.225339], [4.460970, -2.987121, 2.516107], [4.757271, -2.745992, 1.035651], [3.694227, -0.367776, -3.196657], [5.329737, -0.126503, -3.590990], [4.549774, 0.944735, -2.428068], [6.090799, -1.320767, -1.755445], [4.512106, -2.041707, -1.885902], [3.586999, -0.595955, -0.170777], [4.993359, 0.516842, -0.207948], [7.012450, -0.187930, 0.660570], [7.149301, -1.931422, 0.202085], [7.110391, -1.689023, 1.784843], [5.016772, 0.349333, 2.302885], [3.601917, -0.586467, 1.961108], [5.867596, -1.665854, 3.542244], [4.152339, -1.506000, 4.061372], [4.977339, -3.815815, 2.996789], [3.400065, -3.176932, 2.687075], [5.570736, -3.343962, 0.634674], [3.879215, -2.835291, 0.401196], [2.762944, 5.848254, 5.777066], [2.215298, 4.404575, 5.752684], [1.008247, 4.298959, 4.875672], [0.081457, 3.083192, 5.110709], [0.991184, 1.887014, 5.255290], [-0.653329, 2.851350, 3.809032], [-1.947294, 2.101645, 4.185118], [-2.107375, 2.221551, 5.706247], [-0.980763, 3.160938, 6.156291], [1.892757, 6.489871, 5.989721], [3.097904, 6.252148, 4.827148], [3.331159, 5.972616, 6.693230], [2.041785, 4.171617, 6.805788], [3.011812, 3.744448, 5.399807], [1.206266, 4.445321, 3.812591], [0.241371, 5.050779, 5.103405], [1.500165, 1.953925, 6.209065], [1.608926, 1.837470, 4.367980], [0.317882, 1.027618, 5.268385], [0.001965, 2.298918, 3.147082], [-0.971979, 3.844281, 3.484011], [-1.759678, 1.029597, 4.031487], [-2.671430, 2.405563, 3.447488], [-2.099232, 1.227428, 6.139379], [-3.014038, 2.728418, 6.038055], [-0.560439, 2.809216, 7.096556], [-1.282861, 4.204031, 6.192096], [2.543342, -6.048034, 3.895451], [1.211030, -5.729883, 3.235916], [0.761419, -6.844403, 2.292678], [-0.638217, -6.726220, 1.741490], [-0.980043, -7.899376, 0.917529], [-0.699203, -5.503101, 0.862803], [-2.045892, -4.847799, 0.974282], [-2.616140, -5.323730, 2.327269], [-1.762865, -6.528699, 2.766220], [2.445043, -6.789637, 4.697262], [2.975878, -5.223622, 4.459344], [3.254860, -6.507922, 3.208969], [1.398500, -4.788813, 2.707964], [0.427563, -5.487742, 3.953918], [0.890794, -7.857798, 2.669533], [1.401447, -6.752763, 1.409563], [-2.052279, -7.851098, 0.743444], [-0.915476, -8.772649, 1.574765], [-0.301761, -8.091542, 0.095628], [-0.608414, -5.918839, -0.147017], [0.176908, -4.861191, 0.884689], [-2.750580, -5.200109, 0.224849], [-1.900997, -3.776326, 0.971824], [-3.694595, -5.463591, 2.277635], [-2.546187, -4.529794, 3.072903], [-2.320268, -7.440290, 2.947009], [-1.254685, -6.193512, 3.661177], [2.633469, 6.711569, -0.867797], [2.331149, 5.310599, -0.199937], [2.206523, 4.227475, -1.133195], [1.611855, 5.210353, 1.040354], [3.818552, 5.134808, 0.426745], [1.148696, 7.031791, -1.530715], [0.199130, 7.641833, -0.682173], [0.647789, 6.149297, -2.553711], [1.678492, 8.208140, -2.443534], [-2.962308, 4.101559, 1.155760], [-2.130693, 5.422923, 0.868795], [-1.490697, 5.917361, 2.023829], [-2.517667, 6.294667, -0.171484], [-0.961846, 4.582613, 0.127775], [-4.455757, 4.833065, 1.365041], [-5.143222, 4.896302, 0.124950], [-4.597513, 5.836273, 2.334160], [-5.155018, 3.530185, 2.018807], [-0.252134, 0.460401, 0.392231], [0.551534, -0.737103, 1.222567], [1.085127, -0.272014, 2.457024], [1.283926, -1.750165, 0.539609], [-0.772880, -1.477718, 1.772886], [1.013626, 1.007695, -0.406408], [1.236256, 0.353261, -1.655540], [2.193490, 1.361968, 0.298472], [0.391510, 2.372630, -0.764615]], "forces_ev_per_angstrom": [[-0.176, 0.606, 0.061], [-0.540, 0.710, -0.858], [1.074, -0.212, 1.047], [-0.176, -0.216, -0.899], [-0.474, 1.509, 0.674], [0.516, -0.532, 0.229], [1.384, -0.501, 1.289], [0.150, -1.213, 0.130], [0.461, 1.506, -0.596], [0.753, -1.158, 0.063], [0.220, 0.023, 0.023], [0.072, -0.121, 0.023], [-0.089, -0.207, 0.338], [-0.325, 0.088, -0.538], [0.064, 0.447, 0.097], [-0.230, -0.284, 0.272], [-0.107, -0.004, 0.094], [0.036, -0.067, -0.043], [-0.293, 0.147, -0.339], [-0.375, 0.276, 0.078], [-0.179, -0.069, -0.935], [-0.785, -0.025, -0.464], [-0.184, 0.352, 0.288], [0.007, -0.085, -0.016], [0.202, -0.284, -0.140], [-0.363, -0.200, 0.321], [-0.614, 0.274, -0.019], [-0.153, 0.088, 0.024], [1.476, 1.010, 0.564], [-2.349, -1.072, -1.445], [0.762, 0.132, 0.577], [0.003, -0.247, 0.723], [-0.257, -0.088, -0.015], [-0.362, -0.400, 0.179], [0.795, 0.162, 0.491], [-0.322, -0.084, -1.689], [-0.631, -1.056, -0.009], [-0.226, -0.087, -0.138], [-0.235, -0.098, 0.300], [-0.087, -0.393, -0.075], [0.794, -0.036, 0.230], [-0.024, 0.869, 0.078], [0.058, -0.395, -0.306], [0.175, 0.573, -0.127], [-0.033, 0.008, 0.156], [0.147, 0.156, 0.096], [-0.104, -0.050, -0.037], [0.418, -0.313, -0.508], [0.102, 0.454, 0.035], [0.096, 0.199, 0.073], [-0.331, 0.395, -0.003], [0.122, -0.033, 0.713], [-0.129, 0.028, 0.115], [-0.069, 0.134, -0.053], [0.318, 0.349, -0.036], [-0.524, -0.367, -1.021], [0.421, 0.724, -1.065], [-0.020, -1.479, 0.196], [-0.061, -0.269, 1.493], [0.410, -1.497, -0.442], [-1.700, 0.741, 0.535], [0.926, -0.409, -0.493], [-0.110, 0.358, 0.581], [0.437, 0.406, -0.829], [-0.134, 0.148, 0.300], [0.274, 0.041, 0.252], [0.163, -0.038, 0.269], [0.067, 0.073, 0.349], [-0.083, -0.086, 0.444], [-0.160, 0.430, -0.046], [-0.064, 0.038, 0.014], [0.330, 0.017, 0.361], [-0.359, 0.587, -0.759], [-0.268, 1.001, 0.607], [0.507, -0.130, -0.204], [0.001, 0.213, -0.379], [-0.165, -0.208, 0.460], [0.150, 0.378, 0.074], [0.250, -0.117, -0.468], [-0.063, 0.059, -0.315], [-0.168, -0.244, -0.025], [-0.036, -0.128, 0.033], [-2.155, 0.290, 0.478], [1.061, 0.397, 0.105], [-2.267, 0.926, 0.848], [2.148, -1.292, -2.001], [-1.592, -0.172, 0.562], [-1.302, 0.682, 1.021], [1.674, -1.409, -0.445], [-0.660, 1.370, -0.232], [0.666, -0.604, 0.172], [0.028, -0.049, -0.013], [0.831, -0.308, 0.137], [0.916, 0.126, -0.569], [-0.396, -0.285, -0.121], [-0.093, -0.133, 0.037], [0.148, -0.594, -0.061], [0.716, 0.659, -0.013], [0.353, -0.027, -0.142], [0.371, 0.034, 0.186], [0.282, -0.207, 0.026], [0.010, 0.383, -0.391], [0.481, -0.045, -0.574], [-0.158, 0.056, -0.334], [-0.924, 0.410, 0.487], [0.242, 0.110, 0.314], [-0.244, -0.326, -0.216], [0.058, 0.475, 0.150], [-0.163, -0.044, 0.196], [-0.041, -1.209, 1.194], [-0.026, 0.535, 0.037], [0.564, 0.262, -0.380], [-0.324, 1.122, 0.126], [-0.495, -1.535, 1.365], [0.258, -0.607, -2.418], [-0.382, -0.271, 1.076], [-0.038, 0.618, 0.101], [0.322, 0.969, 0.601], [-0.302, -0.179, -0.230], [0.031, 0.369, -0.573], [0.125, 0.428, -0.160], [-0.407, -0.161, -0.401], [0.263, -0.117, 0.310], [-0.123, 0.117, 0.375], [-0.068, -0.355, -0.049], [0.142, 0.196, -0.959], [0.225, 0.028, -0.002], [-0.174, 0.472, -0.305], [0.039, 0.067, 0.018], [-0.098, 0.113, 1.056], [0.279, 0.308, -0.416], [-0.360, 0.250, -0.272], [0.099, -0.656, -0.178], [0.386, -0.077, 0.037], [0.229, -0.183, -0.127], [-0.118, -0.575, 0.299], [-3.206, -0.591, -0.295], [3.290, -1.756, 2.024], [-0.180, 0.088, 0.135], [-0.895, 0.415, -0.502], [-0.068, -0.055, -0.707], [1.260, 2.302, -2.460], [-0.332, -0.129, 0.960], [0.129, -0.656, 0.635], [0.144, 0.200, 0.314], [-3.011, 1.475, 0.553], [5.325, -0.876, -1.098], [-0.164, 0.483, 0.951], [-1.455, 0.474, -0.137], [-0.181, 0.029, 0.198], [-1.286, -3.452, -0.527], [-0.164, 0.428, -0.708], [0.506, 0.726, 0.572], [0.388, -0.075, 0.231], [2.019, -2.800, 1.233], [-2.322, 0.170, 2.676], [0.541, 0.312, 0.105], [-0.146, -0.077, -0.838], [-0.163, -0.152, -0.741], [1.084, 3.645, -3.198], [-0.491, -0.795, -0.272], [0.010, -0.808, 1.271], [-0.671, -0.086, -0.125]], "mulliken_charge": [0.90, -1.55, 1.56, -1.35, 0.68, -1.14, -0.87, 1.55, -0.99, -0.60, 0.35, 0.41, 0.40, -0.10, -0.61, 0.60, 0.42, 0.45, 0.40, 0.47, 0.28, -0.20, 0.06, -0.63, 0.43, 0.31, 0.39, 0.22, -1.39, -0.34, -0.78, 0.53, -0.87, -1.24, 1.35, 0.13, -1.07, 0.34, 0.39, 0.34, 0.37, 0.27, 0.58, 0.36, 0.36, 0.36, 0.36, 0.42, 0.47, 0.06, -1.02, 0.44, -0.19, 0.36, 0.45, -1.02, -0.19, -0.19, 0.56, -1.02, -0.01, -1.20, 0.24, -0.50, 0.04, 0.39, 0.35, 0.35, 0.31, -0.63, 0.60, 0.31, 0.39, 0.39, 0.58, -0.24, 0.37, 0.52, 0.44, -0.37, 0.37, 0.16, -1.40, -0.38, -0.71, 0.44, -1.58, -0.64, -0.33, -0.82, -0.38, 0.39, 0.37, 0.38, 0.37, 0.32, 0.58, 0.37, 0.30, 0.61, 0.55, 0.33, 0.37, -0.09, 0.39, 0.40, 0.34, 0.33, 0.43, -1.67, 0.54, -0.79, 0.55, -1.15, -0.41, 0.00, -0.92, -0.41, 0.44, 0.40, 0.38, -0.16, 0.22, 0.43, 0.44, 0.41, 0.44, 0.40, 0.24, 0.05, 0.44, -0.11, 0.37, 0.38, 0.41, 0.15, -0.53, 0.97, -0.42, -0.41, -0.37, 1.07, -0.54, -0.53, -0.30, 0.12, 0.94, -0.55, -0.56, -0.06, 0.83, -0.54, -0.52, -0.32, 0.32, 0.82, -0.59, -0.53, -0.36, 0.31, -0.60, -0.44, -0.10]}